[1]
Entry from the OMol25 dataset: 2 unconnected molecules or ions with the total composition C18H22FNO2 at a distorted geometry (ωB97M-V with the def2-TZVPD basis set).

As for the molar mass: 303.4 u. The LUMO energy comes out at 0.8 eV.

```
! RIJCOSX wB97M-V def2-TZVPD def2/J DEFGRID3
* xyz 0 1
C 4.5220 -1.5456 -0.9101
C 3.5523 -1.4149 0.2165
O 2.2642 -1.7802 -0.3673
C 1.2940 -1.7989 0.5556
O 1.4448 -1.5867 1.7244
C -0.1050 -1.8623 -0.1617
F -0.3323 -0.5161 -0.5736
C -1.1115 -2.6700 0.5278
C -1.3374 -2.4695 1.9038
C -2.3083 -3.1859 2.5918
C -3.0386 -4.2363 1.9443
C -2.7270 -4.5126 0.5735
C -1.7916 -3.7445 -0.1246
H 5.3434 -0.8346 -0.7841
H 4.9771 -2.5421 -0.8670
H 4.0691 -1.4150 -1.9004
H 3.7478 -2.1090 1.0328
H 3.4997 -0.3936 0.6124
H -0.0998 -1.9023 -1.2094
H -0.7103 -1.7823 2.4556
H -2.5396 -2.9721 3.6173
H -3.7784 -4.8041 2.4547
H -3.2386 -5.3166 0.0777
H -1.5262 -3.9897 -1.1331
C -0.9444 5.7039 -0.8513
C -0.7445 4.2919 -0.7425
C -1.7931 3.3268 -0.7565
C -1.5026 1.9634 -0.6412
C -2.6171 0.9579 -0.6403
N -0.2791 1.5363 -0.5394
C 0.7206 2.3492 -0.4761
C 2.1463 1.8446 -0.2890
C 0.5591 3.7319 -0.5895
H -2.0096 5.9622 -0.9480
H -0.5584 6.2437 0.0311
H -0.4252 6.1358 -1.7244
H -2.8465 3.6748 -0.8687
H -3.5777 1.4877 -0.7249
H -2.5020 0.2608 -1.4919
H -2.6093 0.3620 0.2961
H 2.8784 2.6624 -0.3808
H 2.2535 1.3785 0.7125
H 2.3567 1.0735 -1.0597
H 1.4250 4.4378 -0.5723
*
```

---

[2]
Entry from the OMol25 dataset: a molecular structure, C18H25ClIrN2S at a distorted geometry (ωB97M-V with the def2-TZVPD basis set).

As for the molar mass: 529.1 u. Its expectation value of S² is 8.775. The relative energy (zero: lowest compared OMol25 entry of this formula, charge and spin) is 13.3 kJ/mol. The LUMO energy (alpha / beta) comes out at -6.1 / -9.7 eV.

```
! RIJCOSX wB97M-V def2-TZVPD def2/J DEFGRID3
* xyz 2 6
C 0.2627 0.8299 -6.7502
C 1.6486 1.3912 -7.1280
C 0.0378 -0.5200 -7.4613
C -0.8343 1.8281 -7.1733
Cl 0.1884 0.5862 -4.9950
H 0.0774 -0.4097 -8.5606
H -0.9471 -0.9264 -7.1940
H 0.8143 -1.2369 -7.1617
H 1.7347 1.5569 -8.2177
H 2.4350 0.6859 -6.8266
H 1.8159 2.3518 -6.6222
H -0.8204 2.0062 -8.2644
H -0.6815 2.7915 -6.6681
H -1.8243 1.4355 -6.9041
C 1.6686 -1.2625 1.2478
C 0.9884 -2.1637 0.3643
C 1.3005 -1.7615 -1.0003
H 0.4465 -3.0677 0.6725
C 2.1633 -0.6096 -0.9441
C 2.4143 -0.2960 0.4180
H 3.1030 0.4713 0.8006
H 1.7173 -1.3437 2.3411
H 1.0414 -2.3345 -1.9017
H 2.6632 -0.1399 -1.8024
C -2.0447 1.1600 0.6480
C -1.9695 -0.0647 1.4191
C -2.0358 -1.1716 0.4916
H -1.9656 -0.1509 2.5103
C -2.1682 -0.6098 -0.8397
C -2.1601 0.8209 -0.7340
H -2.3558 1.5354 -1.5478
H -2.1151 2.1694 1.0620
H -2.1135 -2.2317 0.7693
H -2.3769 -1.1898 -1.7487
Ir -0.0616 -0.1488 0.2393
C -0.5040 0.4963 4.7530
N -0.8573 1.7247 4.0313
C -1.7752 2.7082 4.4505
C -1.7521 3.7141 3.5549
N -0.8264 3.3352 2.5731
C -0.2705 2.1095 2.8589
S 0.8826 1.2548 1.8814
H -0.6912 -0.4057 4.1557
H 0.5573 0.5044 5.0366
H -1.1061 0.4385 5.6636
H -2.3368 2.5723 5.3712
H -2.2971 4.6578 3.5205
H -0.5542 3.8856 1.7713
*
```

---

[3]
Entry from the OMol25 dataset: a molecular structure, C35H54BiF5N15S3Se at a distorted geometry (ωB97M-V with the def2-TZVPD basis set).

As for the molar mass: 1164.1 u. The LUMO energy comes out at 1.8 eV.

```
! RIJCOSX wB97M-V def2-TZVPD def2/J DEFGRID3
* xyz -1 1
Bi 14.5107 12.5556 9.6236
C 11.7750 20.6077 8.2488
N 12.0653 19.2097 8.4942
C 13.2717 18.9440 9.2620
C 11.5541 18.1461 7.7824
N 12.1274 16.9781 7.8508
C 11.4504 15.7593 7.3337
C 11.9861 15.3243 5.9489
N 12.7892 14.1062 6.1009
C 12.2948 12.7965 5.7814
C 10.7861 12.5908 5.5620
N 10.0120 12.8296 6.7421
C 8.9236 12.2753 7.1149
N 8.5039 12.5888 8.4234
C 9.4820 12.9154 9.4501
C 7.1703 13.1443 8.6499
N 8.0599 11.4690 6.4010
C 7.8854 11.7104 4.9996
C 7.3382 10.3514 7.0279
C 14.2228 14.1596 6.2920
C 14.8318 15.4803 6.7864
N 16.1195 15.1482 7.3524
C 17.1793 15.8093 7.0634
N 18.4465 15.2458 7.2351
C 19.6912 15.9129 7.6378
C 18.4400 13.7927 7.4061
N 17.2091 17.1317 6.5782
C 18.0319 17.5355 5.4407
C 16.2513 18.1359 7.0515
N 10.3636 18.3788 7.1353
C 10.1621 18.0808 5.7446
C 9.1734 18.7949 7.8769
H 12.6649 21.2287 8.0717
H 11.3130 21.0182 9.1517
H 11.0894 20.6840 7.4386
H 14.1861 19.1384 8.6591
H 13.1803 17.8605 9.4703
H 13.2417 19.5686 10.1658
H 10.3440 15.8447 7.3423
H 11.7038 14.9901 8.0672
H 12.6306 16.1256 5.5217
H 11.1617 15.1429 5.2239
H 12.6228 12.1196 6.5933
H 12.8448 12.4269 4.8728
H 10.7549 11.5519 5.2041
H 10.3871 13.1955 4.7209
H 8.9582 12.8174 10.4003
H 10.2559 12.1747 9.4572
H 9.8900 13.9477 9.3270
H 6.5278 12.5193 9.2669
H 6.6717 13.3181 7.6768
H 7.2407 14.1087 9.1372
H 8.4119 12.5841 4.7117
H 6.8035 11.8608 4.7852
H 8.1290 10.7965 4.3862
H 7.7412 10.1141 8.0115
H 7.4076 9.4827 6.3262
H 6.2464 10.4810 7.0638
H 14.6977 13.8103 5.3562
H 14.5101 13.4148 7.0468
H 14.1587 15.9425 7.5257
H 14.9207 16.1844 5.9355
H 19.6424 16.9916 7.3614
H 20.5197 15.3375 7.1675
H 19.7706 15.8265 8.7404
H 17.5866 13.4694 6.8423
H 18.3863 13.4295 8.4972
H 19.3941 13.4093 6.9571
H 18.7467 16.6937 5.1980
H 18.6388 18.4382 5.7095
H 17.3874 17.8388 4.5627
H 15.4120 17.6743 7.5927
H 15.8922 18.6969 6.1923
H 16.7763 18.7942 7.8053
H 11.1017 17.6977 5.3211
H 9.9804 18.9964 5.1574
H 9.2975 17.4220 5.5925
H 9.4605 18.6778 8.9492
H 8.3127 18.1794 7.5928
H 8.9135 19.8318 7.6566
S 18.2556 9.6473 9.7490
C 16.9890 10.7716 9.6583
S 16.6246 11.8804 10.9847
S 16.0597 10.8610 8.2126
F 12.7095 7.3171 14.8496
C 12.5296 8.1447 13.7803
C 13.0643 9.4122 13.8245
F 13.5419 9.9117 14.9365
C 13.1219 10.1399 12.6411
F 13.7086 11.3461 12.6354
C 12.6270 9.6415 11.4663
Se 12.6608 10.6787 9.8316
C 11.9532 8.4167 11.4829
F 11.3022 7.9923 10.3760
C 11.9810 7.6087 12.6134
F 11.4716 6.3788 12.6388
N 12.5202 13.8644 10.9611
C 11.7212 14.6221 11.4255
N 10.8680 15.4274 11.9919
C 9.7981 15.8576 11.2922
N 8.8513 16.3010 10.7730
N 14.8682 14.5218 13.0427
C 15.6910 15.5186 12.6487
C 16.2301 16.4570 13.6021
C 17.1291 17.3996 13.1630
C 17.5325 17.4173 11.8021
C 16.9219 16.4948 10.9440
N 15.9570 15.6414 11.3134
H 14.6291 14.5198 14.0409
H 14.1224 14.2751 12.3842
H 15.8859 16.4808 14.6242
H 17.5717 18.1097 13.8714
H 18.2708 18.0987 11.4018
H 17.2083 16.4575 9.8927
*
```

---

[4]
Entry from the OMol25 dataset: a molecular structure, C32H40IrN5OS6 at a distorted geometry (ωB97M-V with the def2-TZVPD basis set).

As for the molar mass: 895.3 u. The relative energy (zero: lowest compared OMol25 entry of this formula, charge and spin) is 12.0 kJ/mol. The LUMO energy (alpha / beta) comes out at -0.6 / -0.6 eV.

```
! RIJCOSX wB97M-V def2-TZVPD def2/J DEFGRID3
* xyz 0 1
Ir 0.1108 0.2071 0.0642
C -2.3755 -2.1625 1.5133
C -2.3336 -2.5176 0.0311
S -1.2505 -1.5583 -1.0903
C -2.4430 -0.4616 -1.8886
C -3.1263 0.4984 -0.9366
S -1.9605 1.5097 0.0592
C -2.9578 1.6236 1.5791
C -2.8254 0.4603 2.5326
S -3.7187 -1.0552 2.0610
H -1.4357 -1.7121 1.8197
H -2.4989 -3.0891 2.0744
H -3.3289 -2.4784 -0.4122
H -1.9672 -3.5384 -0.0801
H -3.1889 -1.0492 -2.4287
H -1.8510 0.0708 -2.6209
H -3.7563 -0.0395 -0.2297
H -3.7448 1.1940 -1.5064
H -3.9852 1.7780 1.2438
H -2.6319 2.5413 2.0671
H -3.1751 0.7557 3.5228
H -1.7671 0.2147 2.6074
C 2.1472 3.0579 1.0121
C 1.5960 2.9307 2.4308
C 0.1035 3.2364 2.5011
C 1.9694 1.6307 3.1191
C 2.9888 1.7319 4.0552
C 3.4439 0.6565 4.7963
C 2.7921 -0.5554 4.6394
C 1.7393 -0.7237 3.7538
C 1.0652 -2.0857 3.7824
C -0.3586 -1.9798 4.3281
C 1.1777 -2.8699 2.4722
C 1.3406 0.3661 2.9075
N 0.3464 0.2049 1.9920
H 1.9162 4.0409 0.6037
H 1.7198 2.3130 0.3309
H 3.2307 2.9323 1.0054
H 2.1070 3.7064 3.0114
H -0.4509 2.5029 1.9322
H -0.1064 4.2226 2.0892
H -0.2532 3.2075 3.5311
H 3.4438 2.7044 4.1985
H 4.2602 0.7655 5.4953
H 3.0908 -1.4049 5.2409
H 1.6258 -2.6679 4.5223
H -0.9488 -1.2688 3.7679
H -0.3314 -1.6356 5.3617
H -0.8646 -2.9459 4.3039
H 0.8263 -2.3001 1.6109
H 0.6017 -3.7939 2.5300
H 2.2152 -3.1430 2.2825
S -1.5022 0.3438 -7.2787
C -0.6582 0.5362 -5.8765
S -1.1729 1.6215 -4.6113
C 0.0965 1.0202 -3.5722
N 0.8482 0.1482 -4.1473
N 0.4502 -0.1047 -5.4272
C 1.2819 -0.9954 -6.1552
C 1.9546 -1.9899 -5.4561
C 2.7941 -2.8527 -6.1363
C 2.9654 -2.7295 -7.5077
C 2.2999 -1.7260 -8.1918
C 1.4585 -0.8511 -7.5240
S 0.3234 1.6555 -1.9650
H 1.8218 -2.0798 -4.3889
H 3.3185 -3.6221 -5.5882
H 3.6163 -3.4099 -8.0376
H 2.4372 -1.6111 -9.2579
H 0.9525 -0.0659 -8.0592
N 7.0659 -0.4498 -0.0253
C 6.2587 -0.8184 -1.0504
O 6.6753 -1.1374 -2.1437
C 4.7860 -0.8133 -0.7504
C 3.8932 -0.6629 -1.8014
C 2.5407 -0.6126 -1.5360
N 2.0239 -0.6984 -0.2938
C 2.8926 -0.9654 0.6961
C 4.2606 -1.0139 0.5193
H 8.0546 -0.3997 -0.2015
H 6.7027 -0.0637 0.8265
H 4.2505 -0.5726 -2.8155
H 1.8387 -0.5181 -2.3470
H 2.4797 -1.1677 1.6639
H 4.8785 -1.2294 1.3787
*
```